# C12H26IN4O6Zn

A molecular structure, C12H26IN4O6Zn at a distorted geometry (wB97M-V/def2-TZVPD, the Open Molecules 2025 dataset).

```
50
Properties=species:S:1:pos:R:3:nbo_charge:R:1
N 2.42 -3.35 -1.25 -0.76
H 0.15 2.54 2.84 0.25
H 0.69 -2.54 4.55 0.23
C 0.01 -1.95 3.95 -0.73
H 1.37 3.46 -3.75 0.19
C 0.40 2.95 -3.81 -0.08
N 2.25 0.70 2.08 -0.78
N -4.23 0.24 1.34 -0.79
H 3.22 -0.70 -2.27 0.25
C -0.29 0.67 -4.09 -0.51
C 0.65 2.51 1.87 -0.72
H -5.14 0.59 1.62 0.40
H 0.25 3.00 0.98 0.27
H 1.72 -4.00 -0.93 0.42
H -2.75 2.85 0.03 0.25
I -2.01 -2.70 -1.50 -0.78
H 2.44 -0.28 1.98 0.42
H -0.28 3.67 -4.25 0.20
O -0.42 0.55 -1.50 -0.63
C -0.64 -2.65 2.77 0.72
O -0.79 -2.01 1.71 -0.72
H -1.36 0.80 -4.26 0.25
H 4.45 -1.60 -1.28 0.22
H 3.39 -0.35 -0.60 0.23
H 0.61 -1.09 3.66 0.23
H -2.68 2.84 1.80 0.24
O 1.26 -1.62 -0.68 -0.70
C -3.18 0.95 0.87 0.72
H 0.54 1.83 -5.73 0.24
C 3.45 -1.17 -1.31 -0.71
H -4.25 2.90 1.00 0.24
O -0.02 2.49 -2.51 -0.52
C 0.69 1.72 -4.65 -0.44
C -3.25 2.49 0.93 -0.71
H -4.22 -0.77 1.41 0.42
H -0.69 -1.60 4.70 0.25
H 1.54 3.13 1.98 0.22
H -1.06 -4.12 4.11 0.40
C -0.28 1.09 -2.55 0.85
H 1.74 1.41 -4.58 0.21
N -1.07 -3.87 3.13 -0.79
Zn -0.77 -1.00 -0.03 1.64
H 0.02 -0.37 -4.18 0.26
H 3.34 -3.77 -1.23 0.39
H -1.39 -4.68 2.61 0.43
O -2.25 0.23 0.47 -0.74
C 2.30 -2.10 -1.02 0.69
H 2.75 1.30 2.72 0.41
O 0.29 0.29 1.13 -0.73
C 1.07 1.09 1.68 0.71
```

orbital gap = 7.85 eV
total charge = +1
lowest unoccupied orbital energy = -0.07810 hartree
highest occupied orbital energy = -9.97 eV
max |F| = 0.094 hartree/bohr

***

# C6H14N2O

A molecular structure, C6H14N2O at a distorted geometry (wB97M-V/def2-TZVPD, the Open Molecules 2025 dataset).

```
23
Properties=species:S:1:pos:R:3:nbo_charge:R:1
H 1.11 -0.14 -2.02 0.23
C 0.93 -0.53 0.07 0.07
C -0.46 -0.98 0.13 0.10
H -1.63 -0.74 1.59 0.50
H -2.06 -2.03 -0.82 0.23
N -2.07 0.77 0.56 -0.85
O -0.84 -1.32 1.44 -0.74
H -0.90 0.69 -1.26 0.18
H 1.40 1.40 2.11 0.35
H -2.22 1.77 0.68 0.34
N 0.70 2.01 1.69 -0.82
H -0.68 -1.75 -1.90 0.20
C 0.47 1.73 0.31 -0.23
H -0.15 1.93 2.23 0.37
C -1.01 0.50 -0.19 0.08
H 2.64 -0.01 -1.12 0.23
H 1.45 -0.51 1.02 0.22
C -0.97 -2.00 -0.87 -0.62
H 1.94 -1.59 -1.47 0.25
C 1.70 -0.56 -1.19 -0.69
H 1.39 1.79 -0.27 0.18
H -0.58 -2.99 -0.63 0.22
H -0.15 2.54 -0.09 0.20
```

orbital gap (spin up / spin down) = 7.47 / 7.47 eV
total charge = 0
lowest unoccupied orbital energy (spin up / spin down) = -0.00421 / -0.00417 hartree
highest occupied orbital energy (spin up / spin down) = -7.58 / -7.58 eV
max |F| = 0.032 hartree/bohr